ORCA calculation (ωB97M-V with the def2-TZVPD basis set) on C46H62N8OPbSSi2 as an isolated structure.

Computed properties:
- E_HOMO (spin up / spin down) (eV) = 0.1397 / 0.6850
- ΔE to the lowest compared entry with this formula, charge and spin (kcal per mole) = 0.0
- frontier orbital gap (spin up / spin down) (eV) = 4.219 / 3.653
- DFT total energy (eV) = -94518.3253
- charge = -2

Positions of all 121 atoms, in Å:
Pb1 0.8441 -0.4209 -0.4543
C1 -4.0724 -3.0258 -3.5384
C2 -3.5642 -3.9612 -2.4366
N1 -2.1531 -3.8186 -2.1677
C3 -1.2912 -4.8858 -2.5926
C4 -1.1581 -4.9835 -4.1145
C5 -1.7309 -2.7519 -1.3846
S1 -0.1093 -2.8941 -0.7426
N2 -2.6408 -1.8759 -1.1309
C6 -2.6494 -0.6778 -0.5139
O1 -1.6409 0.0910 -0.3090
C7 -3.9799 -0.2238 -0.1721
C8 -5.1210 -1.0201 -0.4282
C9 -6.3841 -0.5858 -0.1205
C10 -6.5859 0.6557 0.4823
C11 -5.4752 1.4528 0.7550
C12 -4.2089 1.0380 0.4250
H1 -5.1610 -3.0619 -3.5937
H2 -3.6603 -3.3042 -4.5054
H3 -3.7663 -2.0118 -3.2956
H4 -3.7569 -5.0048 -2.7148
H5 -4.1105 -3.7416 -1.5129
H6 -1.6606 -5.8476 -2.1997
H7 -0.3100 -4.6933 -2.1565
H8 -2.1237 -5.1744 -4.5825
H9 -0.4797 -5.7964 -4.3699
H10 -0.7531 -4.0548 -4.5123
H11 -4.9730 -1.9838 -0.8880
H12 -7.2445 -1.2112 -0.3466
H13 -7.5839 0.9984 0.7243
H14 -5.6167 2.4191 1.2263
H15 -3.3747 1.6969 0.6046
N3 3.5310 -1.6374 3.0769
C13 3.1616 -2.9530 2.7493
C14 2.2474 -2.8811 1.7489
N4 2.0500 -1.6006 1.3570
C15 2.8479 -0.8325 2.1421
C16 2.8857 0.5488 2.0825
N5 2.1206 1.2911 1.2489
C17 2.4405 2.5799 1.5036
C18 3.3880 2.6797 2.4734
N6 3.6556 1.3784 2.9041
H16 4.4844 -1.4180 3.3385
H17 3.5387 -3.7841 3.3129
H18 1.7034 -3.6818 1.2848
H19 1.9654 3.3854 0.9798
H20 3.8625 3.5303 2.9244
H21 4.5315 1.0954 3.3170
C19 5.2330 1.8382 -3.6300
Si1 3.9341 1.2855 -2.2796
C20 5.0503 0.8922 -0.7788
C21 2.9383 2.8935 -1.9698
C22 2.7006 -0.0841 -2.5963
C23 1.5950 0.3598 -3.4487
C24 1.7539 0.9988 -4.6874
C25 0.6468 1.4201 -5.3962
C26 -0.6215 1.2230 -4.8511
C27 -0.7018 0.5811 -3.6296
N7 0.3606 0.1652 -2.9618
Si2 3.3403 -1.7781 -3.0581
C28 4.0958 -2.7050 -1.5718
C29 1.9631 -2.8554 -3.8207
C30 4.7638 -1.8068 -4.3847
H22 5.9191 2.5935 -3.2506
H23 4.7493 2.2557 -4.5100
H24 5.8307 0.9945 -3.9643
H25 5.3691 1.7935 -0.2609
H26 5.9390 0.3459 -1.0819
H27 4.5062 0.2803 -0.0720
H28 3.5381 3.7051 -1.5645
H29 2.1422 2.6812 -1.2668
H30 2.4777 3.2425 -2.8904
H31 2.7491 1.1284 -5.0799
H32 0.7606 1.8934 -6.3666
H33 -1.5127 1.5547 -5.3693
H34 -1.6562 0.4077 -3.1440
H35 3.3610 -2.7898 -0.7809
H36 4.9489 -2.1650 -1.1741
H37 4.4249 -3.7074 -1.8331
H38 1.1592 -2.9477 -3.1009
H39 2.2982 -3.8590 -4.0743
H40 1.5555 -2.3975 -4.7189
H41 5.6625 -1.3509 -3.9796
H42 4.4906 -1.2474 -5.2751
H43 5.0239 -2.8148 -4.7001
N8 -1.1403 2.8653 0.1413
C31 -0.7536 3.4792 1.2972
C32 -0.3691 4.8231 1.2633
C33 -0.0785 5.5200 2.4195
C34 -0.2074 4.8936 3.6439
C35 -0.5656 3.5528 3.6907
C36 -0.8030 2.8163 2.5469
H44 -0.8037 3.2746 -0.7139
H45 -1.2348 1.8537 0.0950
H46 -0.2896 5.3217 0.3028
H47 0.2552 6.5504 2.3638
H48 -0.0169 5.4334 4.5645
H49 -0.6522 3.0779 4.6569
H50 -1.9747 1.1250 1.9824
C37 -1.4192 -0.9192 3.4270
C38 -1.0831 0.5322 3.8297
C39 0.3148 0.5369 4.4738
C40 -1.0502 1.3343 2.5220
C41 -2.1952 0.9592 4.7731
C42 -3.2006 1.8370 4.3842
C43 -4.2667 2.1286 5.2201
C44 -4.3549 1.5436 6.4747
C45 -3.3704 0.6587 6.8738
C46 -2.3100 0.3671 6.0347
H51 -0.7061 -1.2750 2.6868
H52 -2.4150 -0.9783 2.9910
H53 -1.3829 -1.5798 4.2922
H54 0.9349 -0.2133 3.9866
H55 0.2795 0.3158 5.5397
H56 0.8065 1.4976 4.3412
H57 -0.2480 0.8989 1.9111
H58 -3.1674 2.3107 3.4192
H59 -5.0396 2.8026 4.8785
H60 -5.1914 1.7623 7.1260
H61 -3.4336 0.1790 7.8434
H62 -1.5742 -0.3526 6.3618